i) The following is a DFT calculation (ωB97M-V/def2-TZVPD) of C2HNO2 in the gas phase.

```
! wB97M-V def2-TZVPD RIJCOSX def2/J DEFGRID3
* xyz 0 1
O 0.97359 -1.79888 -1.82368
C 0.60736 -1.11828 -1.00563
C 0.19008 -0.56609 0.12334
N -0.25352 -0.90896 1.37801
O 0.06876 -1.81918 2.14435
H -0.07794 0.59129 0.15454
*
```

Calculated values
HOMO energy (alpha / beta) in eV: -8.928 / -8.923

The molecule's natural (NBO) atomic charges, reported in e, are given here: O -0.3632; C 0.7707; C -0.4800; N 0.1022; O -0.3012; H 0.2715

---

ii) The following is a DFT calculation (ωB97M-V/def2-TZVPD) of C2HNO2 in the gas phase.

```
! wB97M-V def2-TZVPD RIJCOSX def2/J DEFGRID3
* xyz 0 1
N -0.22609 -1.88450 -0.92031
C -0.05207 -0.72098 -0.63658
C 0.13101 0.40868 0.30390
O 0.03083 0.15168 1.43807
O 0.16578 1.57865 -0.24459
H -0.46382 1.22254 -1.10959
*
```

Calculated values
HOMO energy in eV: -11.856

The molecule's natural (NBO) atomic charges, reported in e, are given here: N -0.1928; C 0.0457; C 0.7009; O -0.4572; O -0.6008; H 0.5043

---

Of them, the most stable is ii) and the least stable is i).

---

i) The following is a DFT calculation (ωB97M-V/def2-TZVPD) of a molecular structure, C51H54BBr3CaClN10O2.

```
! wB97M-V def2-TZVPD RIJCOSX def2/J DEFGRID3
* xyz -1 1
Ca 0.85531 -0.65951 -0.59357
C 4.96146 1.89973 -1.14665
C 4.11423 1.56782 -2.37962
C 2.91713 2.50966 -2.48079
C 3.71682 0.11276 -2.39712
C 4.62613 -0.93626 -2.62357
C 3.85374 -2.07033 -2.67889
N 2.56792 -1.71187 -2.51792
N 2.47033 -0.37810 -2.32198
B 1.41892 -2.71852 -2.76733
N 0.11911 -2.07983 -3.24951
C -0.38418 -2.24241 -4.48814
C -1.69023 -1.82804 -4.47075
C -1.93038 -1.42282 -3.14087
N -0.82046 -1.57141 -2.41550
C -3.27502 -0.91963 -2.68003
C -4.34610 -1.98647 -2.92993
C -3.31005 -0.49035 -1.22010
N 1.12867 -3.49752 -1.47683
C 0.78014 -4.79158 -1.42428
C 0.64813 -5.14208 -0.10494
C 0.91928 -3.96923 0.61656
N 1.21384 -2.97220 -0.23248
C 0.92811 -3.93085 2.12141
C 0.92277 -2.53976 2.74108
C 2.13626 -4.72931 2.63384
H 5.27466 2.94595 -1.17363
H 5.85196 1.26917 -1.09336
H 4.36321 1.74396 -0.25948
H 4.74688 1.71082 -3.26163
H 2.24446 2.32593 -1.64335
H 2.37444 2.35059 -3.40924
H 3.25364 3.54830 -2.44626
H 5.69647 -0.86740 -2.72918
H 4.12736 -3.09918 -2.84832
H 1.79393 -3.49185 -3.60862
H 0.21128 -2.66236 -5.28205
H -2.38205 -1.79538 -5.29530
H -3.50299 -0.05112 -3.31163
H -4.12638 -2.87525 -2.33930
H -4.40285 -2.27124 -3.98237
H -5.32415 -1.60877 -2.62232
H -3.35186 -1.37451 -0.57947
H -4.18775 0.13386 -1.02549
H -2.40961 0.06357 -0.99473
H 0.64520 -5.36275 -2.32772
H 0.35483 -6.09597 0.29841
H 0.01895 -4.44961 2.43824
H 1.92003 -2.09920 2.69802
H 0.62836 -2.60123 3.79084
H 0.23906 -1.87001 2.22745
H 3.05908 -4.30946 2.22761
H 2.08470 -5.77799 2.33886
H 2.18331 -4.67723 3.72469
O -3.56998 2.07369 2.23915
C -2.55099 1.83899 3.11348
C -2.72121 2.29920 4.41453
C -1.73082 2.09115 5.35937
C -0.57935 1.39628 5.01931
C -0.41406 0.94225 3.71990
C -1.37152 1.17901 2.74871
C -1.16005 0.67377 1.32285
O -0.00561 0.05079 1.07761
N -1.34687 1.92934 0.49990
N -1.06210 1.96480 -0.78963
C -0.99551 3.12078 -1.34629
C -0.87998 3.34941 -2.76637
Br -0.59275 1.83401 -3.88382
C -0.94216 4.54470 -3.37113
C -1.32159 5.81474 -2.74377
C -0.68493 6.99410 -3.14287
C -1.04882 8.21675 -2.60611
C -2.07622 8.28963 -1.67523
C -2.72679 7.12951 -1.27947
C -2.35338 5.90269 -1.80513
H -3.36023 1.67762 1.38222
H -3.64618 2.80285 4.66560
H -1.86504 2.46362 6.36729
H 0.17917 1.20076 5.76792
H 0.45897 0.37596 3.42419
H -2.02882 0.02618 1.08854
H -1.25745 2.80067 1.01581
H -1.06739 4.02520 -0.73469
H -0.70431 4.59101 -4.42712
H 0.10792 6.93451 -3.87945
H -0.53224 9.11842 -2.91080
H -2.38418 9.24647 -1.27337
H -3.53543 7.18233 -0.56149
H -2.88965 5.00615 -1.52032
Br 5.88534 -1.74812 4.33056
C 4.77751 -1.15825 2.89903
C 4.69564 -1.91408 1.74634
C 3.83844 -1.44637 0.76185
N 3.13245 -0.32753 0.84804
C 3.25175 0.42044 1.95750
C 4.07041 0.01596 3.01789
C 2.57507 1.73146 1.98371
C 2.54540 2.52609 3.13574
C 1.93048 3.75529 3.07542
Br 1.84688 4.84244 4.63035
C 1.37254 4.20828 1.89476
C 1.47185 3.35427 0.80552
N 2.03544 2.16047 0.83861
H 5.26172 -2.82411 1.61809
H 3.72204 -2.02427 -0.14417
H 4.16989 0.61040 3.91268
H 2.97299 2.19100 4.06850
H 0.89456 5.17378 1.82016
H 1.07854 3.66952 -0.15805
Cl -3.84642 -5.69300 -1.48793
C -4.09006 -5.18536 0.17162
C -5.07852 -5.80998 0.89761
C -5.30167 -5.48130 2.23401
C -4.48852 -4.50127 2.81720
C -3.49981 -3.87425 2.10151
C -3.23225 -4.16718 0.71404
C -2.25210 -3.50609 0.00820
H -5.68600 -6.56817 0.41647
H -6.08358 -5.97595 2.79691
H -4.65041 -4.22693 3.85564
H -2.88274 -3.11471 2.57337
H -2.06540 -3.69166 -1.03839
H -1.63792 -2.76166 0.50508
*
```

Calculated values
HOMO energy in eV: -1.807

Mulliken atomic charge list, values in e, 99 entries: Ca 2.8504; C -1.5032; C 0.8006; C -1.1426; C 0.0234; C -1.2957; C -0.4955; N 0.9044; N -0.7452; B -0.7178; N 0.7941; C -0.7015; C -1.6337; C -0.4726; N 0.5593; C 0.9189; C -1.4217; C -0.5460; N 0.3571; C -0.4429; C -1.6229; C -0.5657; N 0.7598; C 0.8827; C -0.9508; C -1.7276; H 0.5128; H 0.3846; H 0.1651; H 0.4667; H -0.1679; H 0.3285; H 0.4924; H 0.4678; H 0.5309; H -0.1476; H 0.5123; H 0.4964; H 0.4689; H 0.1459; H 0.4071; H 0.4544; H -0.1433; H 0.4753; H -0.3419; H 0.5567; H 0.5602; H 0.6090; H -0.1789; H 0.5867; H -0.1428; H 0.2512; H 0.4519; H 0.4235; O -0.7292; C 0.5180; C -0.7778; C -0.6126; C -1.1917; C 0.2351; C 0.1200; C -0.8706; O -0.2290; N 0.7248; N -0.4805; C -0.9565; C 0.2526; Br -0.0727; C -1.1184; C 0.5246; C -0.5445; C -0.4846; C -0.4183; C -0.6633; C -0.2547; H 0.3459; H 0.4579; H 0.3970; H 0.4615; H 0.2283; H 0.2410; H 0.4168; H 0.6054; H 0.4382; H 0.4217; H 0.3706; H 0.3828; H 0.4034; H 0.5345; Br -0.1776; C -0.9108; C -0.8389; C -0.0768; N 1.3438; C 0.1352; C -0.6584; C 0.9628; C -0.4491; C -0.7891

---

ii) The following is a DFT calculation (ωB97M-V/def2-TZVPD) of a molecular structure, C51H54BBr3CaClN10O2.

```
! wB97M-V def2-TZVPD RIJCOSX def2/J DEFGRID3
* xyz -1 1
Ca 1.15585 -0.35445 -0.36355
C 0.61014 -2.94223 2.75795
C 1.75755 -3.63752 2.03940
C 1.77773 -5.12392 2.42438
C 1.60912 -3.51053 0.54796
C 2.28943 -4.29576 -0.39671
C 1.71947 -3.95786 -1.59998
N 0.78629 -3.01479 -1.38146
N 0.72498 -2.73315 -0.07358
B -0.27396 -2.70196 -2.44552
N -0.38697 -1.23813 -2.93004
C -1.12853 -0.98799 -4.01729
C -0.95798 0.33104 -4.36080
C -0.07885 0.83624 -3.39622
N 0.25176 -0.13317 -2.53924
C 0.37344 2.26890 -3.38414
C -0.59389 3.13489 -2.56649
C 1.79592 2.44643 -2.86876
N -1.66648 -3.15033 -1.99176
C -2.39065 -4.12824 -2.57573
C -3.61362 -4.18693 -1.95640
C -3.55127 -3.18474 -0.97064
N -2.37494 -2.57406 -1.01269
C -4.62857 -2.88283 0.02946
C -4.45994 -1.50533 0.65761
C -6.02008 -2.98649 -0.60123
H 0.75801 -2.95944 3.83628
H -0.32240 -3.45154 2.52720
H 0.52875 -1.91341 2.42583
H 2.71681 -3.19578 2.34821
H 0.86054 -5.60187 2.08503
H 1.84401 -5.23177 3.50651
H 2.62072 -5.64695 1.97731
H 3.08826 -4.99421 -0.23197
H 1.92606 -4.33624 -2.58380
H 0.01783 -3.35092 -3.41085
H -1.71099 -1.75340 -4.48649
H -1.38425 0.86193 -5.18896
H 0.32396 2.61849 -4.42635
H -0.51247 2.87369 -1.51567
H -1.62372 2.98209 -2.88877
H -0.34329 4.19063 -2.68479
H 1.87183 2.02818 -1.86557
H 2.04908 3.50786 -2.84081
H 2.50794 1.93837 -3.51909
H -1.99410 -4.71432 -3.38144
H -4.43299 -4.84213 -2.17672
H -4.55684 -3.64110 0.82255
H -4.51930 -0.74267 -0.11569
H -3.49204 -1.43329 1.13902
H -5.23673 -1.32914 1.40198
H -6.09911 -2.31379 -1.45277
H -6.77727 -2.70181 0.12816
H -6.23122 -3.99709 -0.94104
O 3.43820 4.60948 2.31142
C 4.08950 4.26625 1.15967
C 5.17710 5.04624 0.78235
C 5.90436 4.73510 -0.35031
C 5.55421 3.63286 -1.11138
C 4.46248 2.86649 -0.74683
C 3.70559 3.18121 0.37015
C 2.56141 2.25621 0.77452
O 2.28552 1.30229 -0.07290
N 1.34427 3.10181 1.07752
N 0.20507 2.45672 0.98210
C -0.92380 3.05777 0.98474
C -2.14759 2.34606 0.75527
Br -1.92371 0.69103 -0.24182
C -3.39230 2.78329 1.02656
C -3.76124 3.96726 1.78605
C -4.94492 4.63488 1.45138
C -5.35604 5.75385 2.14738
C -4.60297 6.22662 3.21082
C -3.44686 5.55649 3.58043
C -3.02833 4.44281 2.87586
H 2.75591 3.95209 2.50247
H 5.43465 5.88768 1.40553
H 6.74908 5.34690 -0.63512
H 6.13089 3.36827 -1.98494
H 4.17208 1.99588 -1.31584
H 2.84190 1.85529 1.79862
H 1.35427 4.08679 0.80135
H -1.00278 4.14769 1.07883
H -4.21917 2.20939 0.63672
H -5.54026 4.27105 0.62709
H -6.27256 6.25717 1.86691
H -4.92473 7.09935 3.76154
H -2.87123 5.89672 4.43119
H -2.14743 3.91055 3.19822
Br 6.49323 -4.11341 -2.43168
C 5.14207 -2.85971 -1.94326
C 4.26575 -2.37069 -2.91754
C 3.23351 -1.56271 -2.46272
N 3.07592 -1.20612 -1.20724
C 3.96764 -1.61291 -0.27579
C 5.02025 -2.48296 -0.63298
C 3.80394 -1.12195 1.06711
C 4.89597 -1.05697 1.95585
C 4.70129 -0.49658 3.19366
Br 6.15095 -0.37006 4.42704
C 3.45369 -0.00263 3.55774
C 2.43022 -0.13097 2.62247
N 2.57712 -0.69115 1.43926
H 4.36341 -2.64078 -3.95650
H 2.48687 -1.18550 -3.15370
H 5.68338 -2.88248 0.11821
H 5.87141 -1.40601 1.65735
H 3.28920 0.46952 4.51072
H 1.42982 0.20823 2.86993
Cl -2.91188 -3.05121 3.77282
C -2.77544 -1.59995 4.71398
C -3.34776 -1.58525 5.96029
C -3.26406 -0.44977 6.75848
C -2.58433 0.66674 6.27596
C -2.00726 0.65361 5.03644
C -2.07757 -0.47903 4.16789
C -1.52036 -0.45536 2.91466
H -3.87070 -2.45948 6.32068
H -3.71264 -0.43823 7.73952
H -2.51423 1.55418 6.89060
H -1.47424 1.51842 4.66523
H -1.60668 -1.28056 2.23141
H -0.97667 0.41579 2.58635
*
```

Calculated values
HOMO energy in eV: -2.020

Mulliken atomic charge list, values in e, 99 entries: Ca 2.6530; C -1.0290; C 1.7163; C -1.7351; C 0.4931; C -1.4357; C -0.8831; N 0.5514; N -0.3745; B 0.0775; N 0.5769; C -0.5434; C -1.5816; C -0.5861; N 0.5414; C 0.5358; C -1.3742; C -0.7234; N 0.3914; C -0.6774; C -1.2984; C -0.0377; N 0.0580; C 1.2757; C -0.6607; C -1.7011; H 0.4003; H 0.4616; H -0.7052; H -0.1530; H 0.3712; H 0.4615; H 0.3837; H 0.5071; H 0.5562; H -0.2117; H 0.5340; H 0.5569; H 0.5206; H -0.0399; H 0.3582; H 0.5798; H -0.7942; H 0.4943; H 0.4308; H 0.4807; H 0.3883; H 0.1302; H 0.3225; H -0.3813; H 0.4507; H 0.3365; H 0.4456; H 0.3738; O -0.7398; C 0.6584; C -0.8224; C -0.3923; C -1.4512; C -0.1816; C 0.8677; C -0.5952; O -0.1385; N -0.2685; N 0.1553; C -1.1731; C 0.6396; Br -0.1218; C -0.6937; C 0.4038; C -0.6158; C -0.5155; C -0.3771; C -0.7043; C -0.1109; H 0.3821; H 0.4424; H 0.3804; H 0.4045; H 0.1794; H -0.1299; H 0.4385; H 0.5495; H 0.3527; H 0.3886; H 0.3637; H 0.3705; H 0.3830; H 0.3269; Br -0.1787; C -0.4802; C -0.9634; C -0.6638; N 1.0743; C 0.6385; C -1.0294; C 0.4945; C -0.5933; C -0.9138

---

Of them, the most stable is i) and the least stable is ii).